No. 1
Formula: C6H9NO5
Source: the OMol25 dataset
Level of theory: ωB97M-V/def2-TZVPD

Structure (XYZ):
```
21
C6H9NO5 | the OMol25 dataset | ωB97M-V/def2-TZVPD
C -1.56 -0.22 0.78
C -1.63 1.38 0.65
C 0.20 1.22 -0.87
C 1.87 -0.10 0.23
C 0.14 -0.21 -1.28
C -1.22 -0.73 -0.66
H -0.49 -1.73 1.88
H -2.54 -0.60 1.01
H -2.68 1.72 0.34
H -1.34 1.87 1.65
H 0.59 1.82 -1.73
H 1.91 2.05 0.21
H 0.12 -0.37 -2.34
H -1.96 -0.37 -1.35
H -0.31 -2.44 -0.43
N 1.31 1.17 0.12
O -0.66 -0.70 1.81
O -0.87 1.90 -0.44
O 2.87 -0.38 0.81
O 1.20 -0.94 -0.66
O -1.20 -2.16 -0.66
```

Its SMILES is O=C1N[C@@H]2OC[C@H](O)[C@H](O)[C@@H]2O1. Its relative energy (zero: lowest compared OMol25 entry of this formula, charge and spin) is 1.699 eV. The calculation puts the LUMO energy at 0.52 eV. For the HOMO energy, the calculation gives -0.3744 Ha. For the total energy, the calculation gives -18094.5183 eV. The value obtained for the orbital gap is 10.70 eV.

No. 2
Formula: C5H11N
Source: the OMol25 dataset
Level of theory: ωB97M-V/def2-TZVPD

Structure (XYZ):
```
17
C5H11N | the OMol25 dataset | ωB97M-V/def2-TZVPD
C -0.11 1.38 -0.89
C 1.89 -1.00 0.60
C -1.67 0.22 0.73
C -0.81 0.12 -0.49
N 2.13 0.20 0.93
C -0.54 -1.04 -1.08
H 1.78 0.47 1.85
H 0.81 1.46 -0.25
H -0.75 2.25 -0.75
H 0.23 1.34 -1.92
H 1.34 -1.73 1.20
H 2.30 -1.36 -0.33
H -2.51 0.87 0.53
H -2.04 -0.76 1.03
H -1.11 0.65 1.56
H -1.00 -1.96 -0.75
H 0.07 -1.10 -1.97
```

Its SMILES is C=C(C)C.C=N. Its relative energy (zero: lowest compared OMol25 entry of this formula, charge and spin) is 1.523 eV. The calculation puts the LUMO energy at 1.05 eV. For the HOMO energy, the calculation gives -0.3386 Ha. For the total energy, the calculation gives -6852.0053 eV. The value obtained for the orbital gap is 10.26 eV.

No. 3
Formula: C7H25NO5
Source: the OMol25 dataset
Level of theory: ωB97M-V/def2-TZVPD

Structure (XYZ):
```
38
C7H25NO5 | the OMol25 dataset | ωB97M-V/def2-TZVPD
C 0.88 -2.40 0.68
N 0.73 -1.37 1.71
C 0.34 -0.06 1.25
C 1.55 0.87 0.96
C 1.29 1.68 -0.31
C 1.50 2.97 -0.48
C 2.31 -2.65 0.08
C 2.45 -1.91 -1.27
H 0.87 -3.29 1.32
H 0.14 -2.29 -0.09
H 1.56 -1.36 2.25
H -0.21 0.51 1.99
H -0.42 -0.07 0.48
H 1.75 1.51 1.80
H 2.43 0.28 0.70
H 0.76 1.05 -1.01
H 2.20 3.52 0.15
H 1.10 3.71 -1.16
H 3.04 -2.25 0.79
H 2.47 -3.72 0.00
H 2.59 -2.53 -2.17
H 1.76 -1.09 -1.32
H 3.45 -1.45 -1.33
H -1.19 2.42 -1.40
H -1.93 2.37 -0.06
O -2.03 2.68 -0.99
H -2.97 -1.02 0.69
H -1.87 -1.54 1.61
O -2.70 -1.01 1.64
H -1.53 1.35 -2.89
H -2.54 2.01 -1.87
O -2.44 1.30 -2.52
H -2.56 -0.05 -1.54
H -2.83 -1.57 -1.59
O -2.64 -0.86 -0.97
H -2.23 0.65 1.61
H -2.98 2.03 1.73
O -2.13 1.62 1.54
```

Its relative energy (zero: lowest compared OMol25 entry of this formula, charge and spin) is 3.198 eV. The calculation puts the LUMO energy at 0.52 eV. For the HOMO energy, the calculation gives -0.3158 Ha. For the total energy, the calculation gives -19389.4440 eV. The value obtained for the orbital gap is 9.11 eV.

No. 4
Formula: C29H46N2O9
Source: the OMol25 dataset
Level of theory: ωB97M-V/def2-TZVPD

Structure (XYZ):
```
86
C29H46N2O9 | the OMol25 dataset | ωB97M-V/def2-TZVPD
C 4.63 -1.45 1.85
C 4.18 -3.03 2.11
O 5.03 -3.79 2.82
N 2.87 -3.62 1.57
C 3.15 -4.67 0.51
C 2.37 -4.44 -0.91
C 2.80 -3.03 -1.68
C 1.55 -2.36 -2.53
C 0.94 -1.17 -1.53
C 1.74 0.09 -1.24
C 1.16 1.28 -0.21
O 1.38 2.58 -0.43
C 0.27 0.69 1.08
C 0.33 1.39 2.56
C -0.54 0.71 3.77
C -1.43 -0.67 3.50
N -2.16 -1.24 4.72
C -1.49 -1.35 1.99
C -2.40 -2.71 1.78
C -3.73 -2.30 0.92
C -5.11 -2.12 1.79
C -6.37 -2.48 0.75
O -6.84 -3.82 1.14
C -7.74 -4.41 0.13
O -7.92 -3.98 -1.12
C -0.62 -0.68 0.75
C -0.56 -1.30 -0.80
O -1.60 -1.84 -1.45
H 3.66 -0.85 1.58
H 5.12 -1.02 2.83
H 5.41 -1.43 0.97
H 2.44 -4.09 2.42
H 2.83 -5.72 0.97
H 4.31 -4.74 0.33
H 2.62 -5.38 -1.59
H 1.21 -4.51 -0.70
H 3.18 -2.28 -0.83
H 3.76 -3.23 -2.35
H 0.76 -3.23 -2.68
H 1.94 -1.90 -3.54
H 2.81 0.29 -1.67
H 0.99 2.34 2.73
H -0.47 1.21 4.84
H -1.60 -0.86 5.54
H -2.00 -2.28 4.78
H -1.77 -3.58 1.29
H -2.78 -3.02 2.87
H -3.50 -1.24 0.42
H -3.85 -3.14 0.07
H -5.09 -2.83 2.73
H -5.20 -0.97 2.08
H -5.91 -2.51 -0.34
H -7.19 -1.65 0.74
H -8.39 -5.35 0.47
C -4.95 0.42 -1.37
O -3.56 0.69 -1.22
C -2.88 0.69 -2.48
C -2.62 2.12 -2.97
O -3.84 2.79 -3.29
C -4.25 3.68 -2.26
H -5.45 0.67 -0.42
H -5.40 1.02 -2.16
H -5.10 -0.64 -1.58
H -3.44 0.11 -3.23
H -1.92 0.19 -2.32
H -2.03 2.07 -3.89
H -2.04 2.69 -2.23
H -3.63 4.58 -2.29
H -4.20 3.22 -1.27
H -5.29 3.97 -2.45
C 5.31 5.80 1.23
O 5.49 6.51 0.01
C 6.46 5.89 -0.84
C 5.79 5.09 -1.96
O 5.08 3.96 -1.43
C 3.68 4.19 -1.35
H 4.41 6.18 1.72
H 5.19 4.73 1.07
H 6.17 5.98 1.89
H 7.15 5.26 -0.25
H 7.05 6.70 -1.29
H 6.57 4.70 -2.62
H 5.12 5.73 -2.55
H 3.24 4.14 -2.36
H 3.45 5.16 -0.90
H 3.24 3.40 -0.74
```

Its SMILES is CC(=O)NCCCCC1=CC(=O)c2ccc(N)c(CCCCOC=O)c2C1=O.COCCOC.COCCOC. Its relative energy (zero: lowest compared OMol25 entry of this formula, charge and spin) is 19.266 eV. The calculation puts the LUMO energy at -1.66 eV. For the HOMO energy, the calculation gives -0.3113 Ha. For the total energy, the calculation gives -52205.5903 eV. The value obtained for the orbital gap is 6.81 eV.

Repeat the third record exactly.
Formula: C7H25NO5
Source: the OMol25 dataset
Level of theory: ωB97M-V/def2-TZVPD

Structure (XYZ):
```
38
C7H25NO5 | the OMol25 dataset | ωB97M-V/def2-TZVPD
C 0.88 -2.40 0.68
N 0.73 -1.37 1.71
C 0.34 -0.06 1.25
C 1.55 0.87 0.96
C 1.29 1.68 -0.31
C 1.50 2.97 -0.48
C 2.31 -2.65 0.08
C 2.45 -1.91 -1.27
H 0.87 -3.29 1.32
H 0.14 -2.29 -0.09
H 1.56 -1.36 2.25
H -0.21 0.51 1.99
H -0.42 -0.07 0.48
H 1.75 1.51 1.80
H 2.43 0.28 0.70
H 0.76 1.05 -1.01
H 2.20 3.52 0.15
H 1.10 3.71 -1.16
H 3.04 -2.25 0.79
H 2.47 -3.72 0.00
H 2.59 -2.53 -2.17
H 1.76 -1.09 -1.32
H 3.45 -1.45 -1.33
H -1.19 2.42 -1.40
H -1.93 2.37 -0.06
O -2.03 2.68 -0.99
H -2.97 -1.02 0.69
H -1.87 -1.54 1.61
O -2.70 -1.01 1.64
H -1.53 1.35 -2.89
H -2.54 2.01 -1.87
O -2.44 1.30 -2.52
H -2.56 -0.05 -1.54
H -2.83 -1.57 -1.59
O -2.64 -0.86 -0.97
H -2.23 0.65 1.61
H -2.98 2.03 1.73
O -2.13 1.62 1.54
```

Its relative energy (zero: lowest compared OMol25 entry of this formula, charge and spin) is 3.198 eV. The calculation puts the LUMO energy at 0.52 eV. For the HOMO energy, the calculation gives -0.3158 Ha. For the total energy, the calculation gives -19389.4440 eV. The value obtained for the orbital gap is 9.11 eV.

Question: Which value of orbital gap does entry 3 give?
Answer: 9.11 eV

What did the fourth record say?
Formula: C29H46N2O9
Source: the OMol25 dataset
Level of theory: ωB97M-V/def2-TZVPD

Structure (XYZ):
```
86
C29H46N2O9 | the OMol25 dataset | ωB97M-V/def2-TZVPD
C 4.63 -1.45 1.85
C 4.18 -3.03 2.11
O 5.03 -3.79 2.82
N 2.87 -3.62 1.57
C 3.15 -4.67 0.51
C 2.37 -4.44 -0.91
C 2.80 -3.03 -1.68
C 1.55 -2.36 -2.53
C 0.94 -1.17 -1.53
C 1.74 0.09 -1.24
C 1.16 1.28 -0.21
O 1.38 2.58 -0.43
C 0.27 0.69 1.08
C 0.33 1.39 2.56
C -0.54 0.71 3.77
C -1.43 -0.67 3.50
N -2.16 -1.24 4.72
C -1.49 -1.35 1.99
C -2.40 -2.71 1.78
C -3.73 -2.30 0.92
C -5.11 -2.12 1.79
C -6.37 -2.48 0.75
O -6.84 -3.82 1.14
C -7.74 -4.41 0.13
O -7.92 -3.98 -1.12
C -0.62 -0.68 0.75
C -0.56 -1.30 -0.80
O -1.60 -1.84 -1.45
H 3.66 -0.85 1.58
H 5.12 -1.02 2.83
H 5.41 -1.43 0.97
H 2.44 -4.09 2.42
H 2.83 -5.72 0.97
H 4.31 -4.74 0.33
H 2.62 -5.38 -1.59
H 1.21 -4.51 -0.70
H 3.18 -2.28 -0.83
H 3.76 -3.23 -2.35
H 0.76 -3.23 -2.68
H 1.94 -1.90 -3.54
H 2.81 0.29 -1.67
H 0.99 2.34 2.73
H -0.47 1.21 4.84
H -1.60 -0.86 5.54
H -2.00 -2.28 4.78
H -1.77 -3.58 1.29
H -2.78 -3.02 2.87
H -3.50 -1.24 0.42
H -3.85 -3.14 0.07
H -5.09 -2.83 2.73
H -5.20 -0.97 2.08
H -5.91 -2.51 -0.34
H -7.19 -1.65 0.74
H -8.39 -5.35 0.47
C -4.95 0.42 -1.37
O -3.56 0.69 -1.22
C -2.88 0.69 -2.48
C -2.62 2.12 -2.97
O -3.84 2.79 -3.29
C -4.25 3.68 -2.26
H -5.45 0.67 -0.42
H -5.40 1.02 -2.16
H -5.10 -0.64 -1.58
H -3.44 0.11 -3.23
H -1.92 0.19 -2.32
H -2.03 2.07 -3.89
H -2.04 2.69 -2.23
H -3.63 4.58 -2.29
H -4.20 3.22 -1.27
H -5.29 3.97 -2.45
C 5.31 5.80 1.23
O 5.49 6.51 0.01
C 6.46 5.89 -0.84
C 5.79 5.09 -1.96
O 5.08 3.96 -1.43
C 3.68 4.19 -1.35
H 4.41 6.18 1.72
H 5.19 4.73 1.07
H 6.17 5.98 1.89
H 7.15 5.26 -0.25
H 7.05 6.70 -1.29
H 6.57 4.70 -2.62
H 5.12 5.73 -2.55
H 3.24 4.14 -2.36
H 3.45 5.16 -0.90
H 3.24 3.40 -0.74
```

Its SMILES is CC(=O)NCCCCC1=CC(=O)c2ccc(N)c(CCCCOC=O)c2C1=O.COCCOC.COCCOC. Its relative energy (zero: lowest compared OMol25 entry of this formula, charge and spin) is 19.266 eV. The calculation puts the LUMO energy at -1.66 eV. For the HOMO energy, the calculation gives -0.3113 Ha. For the total energy, the calculation gives -52205.5903 eV. The value obtained for the orbital gap is 6.81 eV.

Question: Among the records above, which one has the highest LUMO?
Answer: C5H11N